1.
C24H71N15O19Zr | ωB97M-V/def2-TZVPD

Frontier orbital gap = 1.18 eV

Geometry as ORCA input:
```
! RIJCOSX wB97M-V def2-TZVPD def2/J DEFGRID3
* xyz 2 1
H 0.025 1.681 1.196
C -1.173 3.457 4.789
C -2.160 -0.606 -5.834
H -0.812 -3.884 -2.444
C -0.115 -7.460 0.822
H 1.490 2.136 1.731
H 4.780 -2.202 1.542
H 4.023 -1.958 -4.616
N 3.244 1.148 2.985
N -1.677 6.680 -0.589
C 0.140 1.409 0.157
C -1.581 -2.375 1.685
H -2.188 3.952 0.536
H 1.418 -3.401 -0.316
C 1.861 -5.840 0.591
H 2.925 -7.790 2.072
H -1.639 1.410 4.262
H 2.725 0.578 2.333
H -3.907 0.666 -3.293
H 7.677 -0.373 -2.044
H -4.375 -0.745 3.083
H -2.151 -1.189 3.485
H -2.429 4.877 5.944
N 2.128 2.836 2.081
H 3.397 -1.211 1.106
O -3.142 3.864 -2.369
H 1.876 -1.196 2.587
C -2.393 -1.268 2.425
C -0.462 6.957 -0.876
H 0.327 0.209 -3.713
H -1.218 0.141 1.468
H -2.980 3.182 5.937
H -0.351 -8.506 1.018
O -1.588 -3.626 2.239
O -2.738 4.415 1.168
C 1.406 -7.302 0.814
O 5.666 0.342 -2.787
H -0.398 -2.968 3.828
H -2.380 -1.928 -4.384
N -2.180 0.021 1.751
H -0.275 4.323 -3.490
C 1.109 -0.111 -1.671
H 4.000 -0.700 -1.305
O 1.791 -1.118 -2.079
H 0.962 -1.971 -4.113
C 1.959 -4.117 -0.934
H -0.184 2.086 3.549
O -1.098 4.512 -3.942
N 2.248 -1.902 3.206
C -2.517 3.971 5.344
Zr -2.696 3.102 -4.525
C 3.452 -2.329 2.825
H -1.520 0.088 -7.635
H -1.861 -2.513 0.641
N 4.959 -0.741 -0.989
H 0.637 2.883 5.719
H -1.107 5.464 -4.035
O -3.975 1.603 -3.478
C -0.753 1.998 -0.862
H -5.329 4.422 3.583
H 1.453 -5.110 1.290
C -1.268 -3.600 3.651
O 1.634 -5.512 -0.712
O 3.574 3.212 3.751
N 7.000 -0.736 -1.389
H 3.834 0.749 3.702
N 0.332 6.142 -0.283
N -1.739 -0.741 -7.102
H -0.649 2.148 6.392
C 0.275 0.432 -2.658
H -3.780 4.486 -2.021
H -1.033 -4.572 4.086
H 7.243 -1.303 -0.589
C -4.769 4.470 4.517
H 0.265 -1.813 -5.751
H -0.246 2.872 -5.879
N -0.335 3.006 5.963
C 3.003 2.422 3.023
H -2.676 -0.042 0.874
H -1.838 5.834 -0.063
O -2.368 0.468 -5.264
H 1.733 -3.922 -1.982
H -4.739 1.891 -2.978
C 2.245 -1.820 -5.490
H 1.673 -2.286 3.942
O 1.666 -0.009 0.793
H -2.144 -2.551 -5.964
O 4.182 -3.174 3.372
H -2.129 -3.163 4.157
O -1.354 2.137 -3.174
H 3.029 -3.912 -0.901
H -0.016 5.422 0.333
H -2.356 7.258 -1.065
H 5.214 -1.406 -0.273
H 1.516 -7.302 2.727
C 1.019 0.436 -0.251
C -1.229 2.297 3.777
H 2.945 -5.772 0.688
H -0.589 -6.815 1.562
H -1.433 -1.640 -7.447
H -0.588 -1.927 1.640
O -1.538 2.950 -0.625
H -4.447 -1.483 1.570
H -2.577 3.657 -1.624
H -4.980 5.450 4.944
O -0.993 -2.990 -2.733
N 1.921 -7.877 2.003
H -4.150 -2.462 2.988
H 1.832 -7.774 -0.072
H -1.250 2.398 -6.908
H -0.474 -7.266 -0.189
C -3.881 -1.524 2.501
C 5.822 -0.323 -1.772
N 1.036 -1.772 -5.100
H -0.770 4.339 4.293
N 3.912 -1.749 1.788
O -1.182 2.726 -6.011
H -0.715 -2.440 -2.000
C -0.623 1.520 -2.351
H 1.900 3.820 2.106
H 2.631 -1.624 -3.539
O -0.046 7.770 -1.665
H -5.169 3.738 5.219
N 3.034 -1.921 -4.417
H 1.329 6.217 -0.426
N -2.330 -1.750 -5.377
O 2.599 -1.785 -6.697
H -3.027 3.735 1.777
H -1.873 2.482 2.917
O -3.426 4.297 4.219
*
```

---

2.
C7H8O | ωB97M-V/def2-TZVPD

Frontier orbital gap = 8.93 eV
ΔE to the lowest compared entry with this formula, charge and spin = 10.8121 eV

Geometry as ORCA input:
```
! RIJCOSX wB97M-V def2-TZVPD def2/J DEFGRID3
* xyz 0 1
O 0.202 0.831 -1.044
H -1.394 2.184 -0.709
C -0.537 1.766 -0.350
C 0.150 -0.167 0.036
C -0.727 -1.388 -0.283
H -1.207 1.105 2.202
H 3.638 -0.933 -0.052
H 2.514 0.149 -1.144
H -2.778 -2.512 -0.797
H 0.050 2.643 0.045
H -2.251 0.368 0.313
C -0.968 0.800 0.853
C 2.500 -0.621 -0.303
H 1.533 -1.573 1.229
C 1.391 -0.843 0.484
C -2.117 -1.809 -0.480
*
```

---

3.
C19H24AuN6O4 | ωB97M-V/def2-TZVPD

Frontier orbital gap = 4.59 eV
ΔE to the lowest compared entry with this formula, charge and spin = 2.8105 eV

Geometry as ORCA input:
```
! RIJCOSX wB97M-V def2-TZVPD def2/J DEFGRID3
* xyz 3 1
C -4.681 0.090 0.603
O 1.865 -4.174 -2.622
C 0.843 -1.543 -1.801
H -1.959 1.507 3.565
H -5.433 0.838 2.242
H 2.519 -0.451 -0.828
H -0.572 4.497 -0.266
H -0.494 0.676 5.035
H 2.966 -5.181 -1.161
C -0.637 -1.286 -1.904
N -3.399 -0.550 0.359
N -0.574 0.316 1.066
Au 0.808 -0.157 2.918
H 2.061 4.529 -2.235
O -4.557 0.608 1.913
H 1.922 1.693 -2.407
N -1.085 2.027 3.599
H 0.635 1.766 4.602
C 1.008 4.261 -2.462
H -5.486 -0.644 0.530
C -0.500 2.517 0.480
H 0.352 6.048 -2.900
C 1.429 -0.480 -0.787
C -2.742 -0.506 -0.820
H 2.030 -4.887 -3.249
H 0.302 -3.396 -0.663
H -1.000 -1.690 1.283
C 0.907 -1.439 0.295
H 1.349 -1.676 -2.750
C -0.168 3.501 -0.382
O -3.164 -0.012 -1.841
N -0.030 1.215 0.276
H -1.161 2.609 1.331
H -1.238 2.819 4.221
C 2.675 -2.181 1.644
C 2.416 -3.232 -0.540
C 2.846 -4.189 -1.612
C -1.318 -1.023 -0.792
C 3.151 -3.010 0.570
H -4.821 0.866 -0.150
H -1.148 -1.278 -2.861
C 1.059 -2.609 -0.677
N -0.100 1.166 4.229
H 3.236 -2.160 2.574
H -3.039 -1.064 1.146
C 0.886 0.906 -0.755
N 1.602 -1.453 1.579
C 0.673 3.206 -1.479
C -0.541 -1.060 0.520
C 1.222 1.905 -1.607
H 4.095 -3.516 0.726
H 1.022 3.833 -3.474
O 0.134 5.326 -2.298
H 3.833 -3.882 -1.981
*
```

---

4.
C2H9NS2 | ωB97M-V/def2-TZVPD

Frontier orbital gap = 8.42 eV
ΔE to the lowest compared entry with this formula, charge and spin = 2.5791 eV
Structure (SMILES) = CNC.SS

Geometry as ORCA input:
```
! RIJCOSX wB97M-V def2-TZVPD def2/J DEFGRID3
* xyz 0 1
H -0.560 1.588 0.118
H -0.200 -1.419 -0.703
H -0.679 0.501 -0.869
N -1.285 -0.450 0.845
H 3.035 2.130 -0.148
C -1.330 0.750 0.070
H 0.509 -1.772 0.857
S 2.463 1.045 0.375
C -0.503 -1.632 0.431
H -1.177 -2.599 0.493
S 2.323 0.212 -1.642
H -1.162 -0.109 1.841
H -2.383 1.218 -0.014
H 0.952 0.536 -1.655
*
```

---

5.
C29H41CaCl2N3O9P2 | ωB97M-V/def2-TZVPD

Frontier orbital gap = 7.86 eV
ΔE to the lowest compared entry with this formula, charge and spin = 3.1549 eV

Geometry as ORCA input:
```
! RIJCOSX wB97M-V def2-TZVPD def2/J DEFGRID3
* xyz 0 1
H -0.418 4.678 0.925
C 0.336 -1.014 -1.137
H 0.482 2.553 -0.102
H -2.885 0.321 3.407
O -0.444 -2.082 1.710
H 5.316 -1.288 -0.440
H -2.473 4.548 -2.263
C -5.491 -2.422 -1.940
H -2.311 -1.932 -6.706
N -1.308 1.772 0.299
H 0.971 -2.290 5.758
C -3.225 -3.268 -2.128
C 3.211 3.984 0.693
H 1.993 -0.673 2.301
C -0.126 -1.843 -3.508
C -3.732 -4.548 -1.891
H 3.093 4.089 -0.383
C -5.082 -4.775 -1.689
H -5.437 -5.779 -1.518
Cl -2.629 -5.869 -1.858
H 0.515 3.734 -2.623
C 4.342 0.003 1.738
C 4.183 0.331 0.397
C 0.537 -1.313 5.557
H -2.055 -2.059 3.797
C 3.747 2.225 2.384
H -0.064 -1.006 6.410
C 4.114 0.936 2.741
C -0.333 -1.354 4.329
H -7.019 -3.875 -1.582
H -2.123 1.504 -0.254
H -1.884 2.941 -2.717
C -1.704 -1.889 -5.813
H 4.656 -0.996 2.005
H 3.571 -1.357 -0.718
O -1.104 1.332 4.800
H 2.285 4.279 1.189
C 0.296 -1.240 -4.683
C 4.434 -0.693 -0.667
H 0.901 -2.884 -1.938
H 3.267 0.236 4.562
O 1.949 -1.601 2.570
O -0.881 -0.890 -0.899
H -0.120 -0.774 -6.731
H -2.157 4.436 0.684
H -1.617 2.371 1.077
H 3.658 1.888 -0.973
H -6.170 -1.584 -1.955
O -1.453 -2.189 4.544
C -0.478 -1.248 -5.830
C -1.225 4.712 0.193
H -1.324 5.737 -0.154
O 1.208 -0.502 -0.405
H -3.112 -2.983 -4.638
C 0.211 4.419 -1.836
H 1.263 -0.759 -4.698
C 0.798 -1.863 -2.323
O -2.138 0.031 2.872
H 3.992 4.672 1.021
H 3.599 2.972 3.150
H 0.083 -4.170 3.145
C -5.962 -3.707 -1.726
P -0.768 0.355 3.756
H 1.328 -0.581 5.411
Ca -0.278 -0.160 0.965
C -4.135 -2.204 -2.127
C 3.575 2.573 1.051
N -1.848 -3.104 -2.347
C 4.237 0.565 4.188
C 3.785 1.618 0.067
H -2.962 3.138 -1.337
C -2.154 -2.482 -4.650
H 4.548 1.421 4.783
O 0.306 0.638 2.736
H 1.072 4.647 -1.214
H 1.790 -1.512 -2.609
P 0.488 -2.096 2.864
Cl -3.544 -0.599 -2.322
H -1.329 -2.883 -1.504
H -0.142 5.346 -2.281
O 0.837 -3.596 3.273
N -0.424 2.469 -0.569
C -0.902 3.790 -0.997
C -1.392 -2.448 -3.481
H 4.570 -0.222 -1.638
H 4.945 -0.247 4.329
C -2.136 3.589 -1.881
*
```

---

6.
C4H8O2 | ωB97M-V/def2-TZVPD

Frontier orbital gap = 9.35 eV
ΔE to the lowest compared entry with this formula, charge and spin = 4.1664 eV

Geometry as ORCA input:
```
! RIJCOSX wB97M-V def2-TZVPD def2/J DEFGRID3
* xyz 0 1
C -0.868 -1.873 1.135
H -1.111 -2.811 1.695
H 0.901 1.838 1.334
H 1.192 -1.867 -1.268
O 0.740 -0.181 -0.293
H 1.206 2.445 -0.308
H -0.671 1.048 -1.181
H -0.300 2.872 0.536
O -0.180 -2.337 0.135
C 0.328 -1.358 -0.836
C 0.433 2.077 0.374
C -0.252 0.849 -0.183
H -0.469 -1.239 -1.581
H -1.048 0.499 0.479
*
```

---

7.
C4H7N3O | ωB97M-V/def2-TZVPD

Frontier orbital gap = 9.58 eV
ΔE to the lowest compared entry with this formula, charge and spin = 4.8461 eV

Geometry as ORCA input:
```
! RIJCOSX wB97M-V def2-TZVPD def2/J DEFGRID3
* xyz 0 1
C -0.790 -0.334 0.867
H -1.073 -2.087 -2.001
N 1.681 1.978 -0.059
C 0.365 0.098 -1.122
H 2.324 1.635 -0.759
H -0.306 -0.880 1.589
H 0.747 0.110 -2.110
H -1.895 -0.386 1.214
H -1.283 -2.690 -0.511
O 0.246 1.489 2.062
C -0.440 -0.756 -0.530
H 1.466 1.301 1.749
N -0.222 1.023 0.885
C 0.670 1.210 -0.148
N -1.488 -1.713 -1.126
*
```

---

8.
C2HCl3OS | ωB97M-V/def2-TZVPD

Frontier orbital gap = 9.50 eV
ΔE to the lowest compared entry with this formula, charge and spin = 0.2982 eV
Structure (SMILES) = O=CC(Cl)(Cl)SCl

Geometry as ORCA input:
```
! RIJCOSX wB97M-V def2-TZVPD def2/J DEFGRID3
* xyz 0 1
C 0.944 0.571 -0.277
Cl -1.679 1.571 -0.144
S -1.242 -1.208 -0.500
O 1.850 -0.063 0.117
C -0.562 0.306 0.268
Cl 0.270 -2.498 -0.361
H 0.854 1.255 -1.231
Cl -0.435 0.065 2.129
*
```

---

9.
C4H9NO | ωB97M-V/def2-TZVPD

Frontier orbital gap = 10.42 eV
ΔE to the lowest compared entry with this formula, charge and spin = 1.9522 eV
Structure (SMILES) = [H]/N=C/O.C=CC

Geometry as ORCA input:
```
! RIJCOSX wB97M-V def2-TZVPD def2/J DEFGRID3
* xyz 0 1
H -1.402 -0.350 -1.892
H -1.670 0.667 -0.379
H 1.986 1.611 -0.183
H 0.562 2.660 -0.211
O 0.637 -1.907 0.080
H -1.355 -0.861 2.271
C -1.003 0.366 -1.178
H 0.441 -1.129 -0.486
H 0.143 -2.543 1.907
H 0.599 1.258 0.866
N -0.923 -0.816 1.357
C 0.271 0.763 -1.201
H 0.913 0.420 -2.012
C 0.894 1.620 -0.127
C -0.092 -1.758 1.188
*
```

---

10.
C17H28N2O4 | ωB97M-V/def2-TZVPD

Frontier orbital gap = 8.95 eV
ΔE to the lowest compared entry with this formula, charge and spin = 3.3963 eV
Structure (SMILES) = COc1cccc(OC)c1OCCOCCN1CCN(C)CC1

Geometry as ORCA input:
```
! RIJCOSX wB97M-V def2-TZVPD def2/J DEFGRID3
* xyz 0 1
H -0.349 -0.768 2.644
H 0.869 -1.482 0.790
H 2.413 2.171 -3.124
H -1.584 6.324 -1.133
H 1.467 -3.297 -0.814
H -0.191 -6.478 -1.014
H 2.126 -0.012 -2.343
C 0.567 -5.742 -0.747
H 1.586 4.325 -3.907
H -0.080 7.060 -0.509
C 0.873 -3.511 0.078
C -2.274 -0.572 1.660
O 2.017 1.175 -0.644
C -0.065 1.591 1.267
C 1.827 2.782 -2.459
H -2.674 0.171 2.363
O 0.487 2.862 0.989
H -2.194 1.999 1.104
O -0.440 5.109 0.103
H -0.475 -1.876 -0.313
H -0.162 1.573 2.356
C 1.361 4.004 -2.902
H -2.255 -3.782 2.223
C -0.905 6.380 -0.275
H -0.290 -5.199 1.763
C -0.902 -4.837 0.918
H -1.626 -5.612 0.654
N -0.083 -4.553 -0.245
H -1.449 6.761 0.588
C -1.195 -1.408 2.386
C 1.556 2.355 -1.162
H 0.606 0.790 0.943
C -1.640 -3.571 1.345
H 3.664 0.747 -1.833
H 1.254 -6.196 -0.014
O -1.841 0.061 0.473
C 0.139 -2.248 0.520
H 0.260 5.771 -2.448
C 0.613 4.822 -2.077
C 0.780 3.164 -0.319
H 1.555 -3.833 0.887
C 0.311 4.404 -0.787
H -1.352 1.756 -0.447
H -1.644 -1.771 3.316
H 2.955 -0.572 -0.871
N -0.664 -2.556 1.688
H -2.293 -3.256 0.514
C -1.431 1.400 0.585
C 2.728 0.299 -1.484
H -3.092 -1.234 1.360
H 1.134 -5.488 -1.642
*
```

---

11.
H16Na4O12S | ωB97M-V/def2-TZVPD

Frontier orbital gap (alpha / beta) = 3.92 / 7.29 eV

Geometry as ORCA input:
```
! RIJCOSX wB97M-V def2-TZVPD def2/J DEFGRID3
* xyz 1 2
H 1.552 -1.605 -1.547
H 0.449 -3.212 0.609
H 1.372 1.767 1.078
O -1.625 3.351 0.347
O 2.823 -0.625 1.270
H -1.745 -1.877 1.541
O -1.548 -0.122 -1.155
H -0.627 1.208 1.765
O -0.705 1.024 2.702
O -3.234 0.990 0.563
Na 1.632 0.634 -4.077
O 0.323 -3.813 -0.125
O 2.203 1.939 1.520
H -2.449 0.737 0.077
O -0.831 -1.870 1.823
H -0.359 -1.459 1.098
H 0.074 0.508 2.910
Na -2.284 0.059 -3.260
Na 0.331 3.020 -2.133
H 2.828 2.080 0.809
O 0.573 0.664 -1.901
O 0.405 -0.950 -0.173
O 1.842 -2.044 -2.346
H 2.906 0.301 1.495
H -1.789 3.566 -0.572
O -0.266 1.350 0.237
H 1.057 -2.478 -2.680
H -1.045 2.590 0.315
Na -1.381 -2.407 -1.451
S -0.206 0.244 -0.722
H 2.047 -0.668 0.711
H -2.965 1.752 1.075
H 0.642 -4.656 0.197
*
```

---

12.
C5H6Cl2HoN2O4Sc | ωB97M-V/def2-TZVPD

Frontier orbital gap (alpha / beta) = 4.57 / 4.57 eV
ΔE to the lowest compared entry with this formula, charge and spin = 0.0000 eV

Geometry as ORCA input:
```
! RIJCOSX wB97M-V def2-TZVPD def2/J DEFGRID3
* xyz 4 5
C 6.947 2.966 -3.668
N -0.405 -1.919 2.756
O -0.326 -1.884 0.457
H -0.717 -5.512 0.508
O 7.294 3.895 -4.269
C 8.739 1.452 -2.856
H -1.150 -4.147 -0.534
C -1.017 0.968 0.669
Sc 6.624 1.013 -2.697
Cl 7.062 -0.632 -1.183
H -0.477 -0.907 2.794
Cl -0.602 0.471 -2.458
C -0.639 -2.521 1.545
N -1.108 -3.753 1.551
O 9.775 1.927 -3.083
Ho 0.551 -0.196 -0.443
O -1.973 1.349 1.215
C -1.344 -4.627 0.419
H -2.375 -4.972 0.442
H -1.259 -4.123 2.487
H -0.769 -2.401 3.575
*
```

---

| no. | DFT total energy (Ha) |
| --- | --- |
| 1 | -3254.33472 |
| 2 | -346.37817 |
| 3 | -1502.44103 |
| 4 | -932.62926 |
| 5 | -4252.16488 |
| 6 | -307.55932 |
| 7 | -395.97032 |
| 8 | -1930.77388 |
| 9 | -287.76071 |
| 10 | -1074.96187 |
| 11 | -1959.73897 |
| 12 | -3232.22885 |